# 1
C28H30NOOsTe as an isolated structure. Source: the OMol25 dataset; level of theory: wB97M-V/def2-TZVPD.

Atoms and positions in Å:
Os (-0.69350, 0.89108, 0.42594)
Te (-2.36377, -1.04473, 2.13896)
O (3.08033, -3.47125, -0.73665)
N (1.32464, -3.41905, -2.15221)
C (0.86731, 0.42167, -5.48124)
C (-0.43518, -0.03807, -5.25036)
C (0.41836, -1.69994, -3.70461)
C (-3.71537, 1.63006, 2.95406)
C (0.27911, 1.07049, 2.94681)
C (0.50212, 2.01280, 1.89752)
C (1.56714, 0.01350, 1.35671)
C (-1.77535, 2.53842, -0.22051)
C (1.34361, 1.36541, 0.91083)
C (2.40280, -1.02060, 0.62908)
C (-2.87206, 0.28656, 4.82138)
C (-2.45508, 1.35907, -0.58343)
C (3.08027, -1.94076, 1.65393)
C (0.12563, -2.84624, -2.75187)
C (-4.04480, 2.65170, 3.85428)
C (3.48834, -0.35479, -0.23648)
C (0.93464, -0.13739, 2.62162)
C (2.01638, -2.95296, -1.06594)
C (-3.79187, 2.49914, 5.22420)
C (-0.65306, -1.10734, -4.38098)
C (-3.21582, 1.31477, 5.70543)
C (1.41257, -1.78556, -0.29781)
C (1.94542, -0.18479, -4.83056)
C (-3.07112, 0.46474, 3.43121)
C (1.72268, -1.24916, -3.94425)
C (-0.49870, 2.49389, -0.82081)
C (-1.60590, 0.59062, -1.40145)
C (-0.39607, 1.29862, -1.56228)
H (2.56726, -1.74843, -3.46077)
H (-1.65654, -1.51117, -4.21754)
H (-3.03106, 1.18665, 6.77216)
H (-0.41007, -3.64410, -3.28900)
H (1.88146, 1.84623, 0.09967)
H (-0.55117, -2.49341, -1.95360)
H (-0.26563, 1.26586, 3.86944)
H (-1.28656, 0.42299, -5.75346)
H (-1.84545, -0.36812, -1.84548)
H (3.05223, 0.25741, -1.03754)
H (-2.43688, -0.65272, 5.16329)
H (0.44221, 0.99980, -2.18133)
H (2.96899, 0.14985, -5.00823)
H (2.34038, -2.46446, 2.26795)
H (-2.16608, 3.34556, 0.38739)
H (4.12682, 0.27547, 0.39575)
H (3.73404, -1.34264, 2.30095)
H (-4.50341, 3.56745, 3.47808)
H (-4.05274, 3.29955, 5.91902)
H (1.00013, -1.07752, -1.03752)
H (0.24930, 3.06914, 1.91012)
H (1.04002, 1.24470, -6.17636)
H (1.69030, -4.27206, -2.55747)
H (4.10631, -1.13793, -0.68975)
H (-3.45424, 1.08468, -0.27636)
H (0.57724, -2.20408, 0.29662)
H (-3.94541, 1.70831, 1.89122)
H (3.67839, -2.68375, 1.11961)
H (0.25099, 3.27120, -0.76107)
H (0.97549, -1.04432, 3.22366)

The value obtained for the electronic energy is -1573.23947 Eh. The net charge is +1. For the HOMO energy (spin up / spin down), the calculation gives -8.594 / -11.739 eV. For the energy above the lowest of the compared OMol25 structures with the same formula, charge and spin, the calculation gives 0.00 kJ/mol. The calculation puts the gap between HOMO and LUMO (spin up / spin down) at 5.83 / 6.05 eV. As for the spin multiplicity: 5. As for the LUMO energy (spin up / spin down): -2.77 / -5.69 eV. As for the expectation value of S²: 6.030.

---

# 2
C28H31AlN6O5SSb as an isolated structure. Source: the OMol25 dataset; level of theory: wB97M-V/def2-TZVPD.

Atoms and positions in Å:
Sb (-20.56121, -0.08779, 13.12046)
S (-17.61667, 4.39565, 9.07441)
Al (-12.52710, 0.76356, 15.64071)
O (-13.77257, 0.78852, 16.91807)
O (-17.20417, 5.36811, 10.06870)
O (-17.53476, 4.85143, 7.66480)
O (-15.89241, -2.84166, 16.66005)
O (-18.83358, 3.58828, 9.28109)
N (-12.45811, -1.08272, 15.97410)
N (-10.65749, 0.42390, 15.30704)
N (-13.27152, 0.88781, 13.91929)
N (-13.65845, -1.51532, 16.46198)
N (-15.64816, 2.81485, 10.02178)
N (-16.65165, 2.14077, 7.87799)
C (-17.78029, -1.73332, 17.47958)
C (-21.41685, 2.26394, 11.21924)
C (-16.41553, -1.77319, 17.25565)
C (-14.21129, -0.01027, 11.86881)
C (-14.99174, 0.76626, 9.06848)
C (-9.63522, 1.34923, 15.29964)
C (-19.03312, 0.97673, 14.35119)
C (-14.29939, -0.44711, 17.00447)
C (-16.50091, 2.94811, 8.98952)
C (-10.34575, -0.92284, 15.34173)
C (-17.52115, 0.35393, 18.69478)
C (-21.66341, -1.13634, 14.70794)
C (-15.06800, 1.61583, 10.15193)
C (-9.06341, -1.33947, 14.90714)
C (-16.20330, 0.37179, 18.38004)
C (-13.59058, 2.11350, 13.49136)
C (-14.34723, 2.37406, 12.32654)
C (-21.97152, 1.54551, 12.40096)
C (-13.67981, -0.18378, 13.14603)
C (-8.04471, -0.41886, 14.66442)
C (-18.33011, -0.70569, 18.20355)
C (-21.72249, -0.59248, 16.11906)
C (-15.78703, 1.07523, 7.97205)
C (-14.53727, 1.29844, 11.44570)
C (-15.61279, -0.59913, 17.59089)
C (-8.37053, 0.95816, 14.91913)
C (-11.36268, -1.78237, 15.76727)
C (-19.46968, 2.34395, 14.68088)
H (-7.16793, -0.66911, 14.07070)
H (-18.02394, 1.20330, 19.20966)
H (-7.63687, 1.78128, 14.78927)
H (-14.34334, -0.88609, 11.31703)
H (-15.55374, 1.14859, 18.73103)
H (-21.15850, -2.10043, 14.71190)
H (-20.43357, 2.40713, 15.14168)
H (-22.10406, 2.20547, 13.34534)
H (-22.88664, 0.96328, 12.15200)
H (-21.76012, -1.39447, 16.92878)
H (-22.62530, -0.00399, 16.31177)
H (-20.74723, -0.01736, 16.35140)
H (-14.65418, 3.40677, 12.13568)
H (-18.14561, 0.82262, 13.74393)
H (-13.58515, -1.16978, 13.53200)
H (-19.40157, 3.13123, 13.87429)
H (-19.34593, -0.55177, 18.40900)
H (-9.86475, 2.38964, 15.43085)
H (-15.82180, 0.38589, 7.06012)
H (-18.82472, 2.80799, 15.43516)
H (-20.80475, 1.63886, 10.54457)
H (-18.96456, 0.30603, 15.19128)
H (-14.98069, -2.56806, 16.45518)
H (-22.19191, 2.81918, 10.59503)
H (-8.92768, -2.41921, 14.73311)
H (-22.65225, -1.27930, 14.28408)
H (-20.65946, 3.05834, 11.43021)
H (-13.22948, 2.92933, 14.11016)
H (-11.26202, -2.84606, 15.89142)
H (-14.33236, -0.09619, 9.06095)
H (-18.37090, -2.57196, 17.18553)

The value obtained for the electronic energy is -2670.81634 Eh. The net charge is +1. For the HOMO energy, the calculation gives -9.028 eV. The calculation puts the gap between HOMO and LUMO at 2.27 eV. As for the LUMO energy: -6.76 eV.

---

# 3
C28H31ClN2OPTm as an isolated structure. Source: the OMol25 dataset; level of theory: wB97M-V/def2-TZVPD.

Atoms and positions in Å:
Tm (-0.50734, 0.90519, 0.68194)
Cl (-0.98686, 2.21938, 2.68313)
P (-0.13109, 1.06602, -2.01983)
O (1.82544, 0.03624, 3.98564)
N (-0.50184, -1.22366, 0.79139)
N (0.79893, -1.54577, 5.29949)
C (3.81339, 0.30948, -4.24087)
C (2.87349, -1.18118, 6.65713)
C (1.38060, -0.95730, 6.52122)
C (-1.51356, 0.23251, -2.87786)
C (-2.35045, -1.16643, -4.66803)
C (-0.81562, -3.33678, 1.85071)
C (0.60402, -0.99900, 1.63528)
C (2.39567, -0.11350, -2.32472)
C (1.15348, -0.99961, 4.08010)
C (1.35121, 0.59365, -2.95074)
C (-1.34249, 3.31750, -3.26815)
C (-1.27877, -0.60734, -3.97264)
C (-3.88440, -0.26683, -3.02616)
C (-2.82269, 0.36943, -2.38318)
C (0.55522, 3.77402, -1.82019)
C (-0.31011, 2.85369, -2.44303)
C (3.63591, -0.19576, -2.94410)
C (-1.58694, 4.69431, -3.35964)
C (-3.64935, -1.00630, -4.19203)
C (0.69671, -1.73493, 2.82381)
C (0.27666, 5.13796, -1.88757)
C (-1.68148, -1.05649, 5.40364)
C (0.17585, -3.03905, 2.79769)
C (2.72971, 0.88751, -4.92018)
C (1.50639, 1.04687, -4.26664)
C (-1.17505, -2.40074, 0.88776)
C (-0.80197, 5.60889, -2.64604)
C (-0.56515, -2.08284, 5.50983)
H (0.35608, -3.79624, -4.35180)
H (0.89710, -1.46635, 7.36208)
H (-2.64802, -1.56062, 5.51434)
H (-1.39521, -4.25703, 1.90837)
H (4.48074, -0.65140, -2.42168)
H (1.42924, 3.41486, -1.26636)
H (-2.15379, -1.72392, -5.58371)
H (-1.67186, -0.55605, 4.42936)
H (1.39255, -0.29240, 1.27245)
H (-1.02173, 6.67662, -2.70052)
H (-4.48203, -1.46601, -4.72114)
H (-0.55017, -2.51494, 6.52224)
H (0.66801, 1.51989, -4.78360)
H (2.21662, -0.58603, -1.35739)
H (-3.01845, 1.00347, -1.51524)
H (0.91284, 5.84488, -1.35805)
H (3.06596, -2.22004, 6.94889)
H (-2.04845, -2.49454, 0.23255)
H (2.83346, 1.21924, -5.95080)
H (-2.39310, 5.04771, -3.99600)
H (-0.75560, -2.89972, 4.80075)
H (3.42079, -0.94459, 5.74513)
H (-4.89605, -0.16000, -2.63956)
H (0.51140, -3.78006, 3.52515)
H (-1.95895, 2.60657, -3.82523)
H (3.24191, -0.52312, 7.44718)
H (-1.56846, -0.30660, 6.19397)
H (-0.39057, -3.86473, -4.39768)
H (-0.26188, -0.79164, -4.30543)
H (1.13664, 0.11788, 6.59636)
H (4.78352, 0.26577, -4.72178)

The value obtained for the electronic energy is -3156.49367 Eh. The net charge is +2. For the HOMO energy (spin up / spin down), the calculation gives -14.348 / -14.347 eV. The calculation puts the gap between HOMO and LUMO (spin up / spin down) at 6.45 / 6.46 eV. As for the spin multiplicity: 3. As for the LUMO energy (spin up / spin down): -7.89 / -7.88 eV. As for the expectation value of S²: 2.002.